No. 1
77
Properties=species:S:1:pos:R:3:forces:R:3:lowdin_charge:R:1 method="wB97M-V/def2-TZVPD" relative_energy_kcal_mol=0.00 charge=0 mol_weight_g_mol=476.4 e_homo_ev=-9.079
C 79.6340 63.6540 59.3910 2.292 -0.522 -0.006 -0.093
C 78.8640 62.2560 59.2570 1.433 1.921 1.889 -0.190
C 77.6450 62.3860 58.3430 5.058 -0.680 -4.269 -0.107
N 77.1480 61.0910 57.7460 1.546 1.755 -0.108 -0.260
C 76.8860 60.1000 58.7680 -4.079 0.682 -0.642 0.029
C 78.1980 60.6360 56.7890 2.528 0.582 -2.079 -0.092
C 77.4780 59.8170 55.7080 -0.983 0.061 4.123 -0.124
C 76.1080 60.4260 55.7380 -0.651 -3.156 -0.855 -0.179
C 75.9890 61.3360 56.8390 -3.162 1.423 1.985 -0.126
H 80.6150 63.6680 60.0620 -2.083 -0.719 -1.346 0.116
H 79.0470 64.3880 59.8180 -1.694 1.315 1.296 0.016
H 79.9430 64.1950 58.4690 -0.159 -1.133 -0.033 0.077
H 78.6960 61.9630 60.3700 -0.345 0.220 -2.066 0.147
H 79.6580 61.6530 58.8940 0.298 -1.166 -0.543 0.067
H 77.8950 63.0430 57.3630 -0.524 -1.311 2.550 0.175
H 76.9570 62.8240 58.8620 -4.702 2.559 2.722 0.058
H 76.4240 59.2500 58.3230 -0.049 -0.860 -0.420 0.116
H 76.1690 60.4570 59.5100 -0.148 0.439 -0.297 0.136
H 77.6960 59.8790 59.2980 3.729 -1.051 1.724 0.059
H 79.2780 60.1600 57.2520 -3.490 1.672 -1.175 0.216
H 78.3070 61.5600 56.0670 0.974 -1.087 2.260 0.151
H 77.6350 58.7990 55.8690 -0.801 -1.994 0.434 0.102
H 77.9830 59.9980 54.8940 2.462 1.064 -4.679 0.063
H 75.3540 59.7190 55.8880 -0.858 -1.999 0.079 0.108
H 75.6930 60.9270 54.9230 0.351 0.646 -2.134 0.106
H 74.9920 61.1010 57.4400 2.188 1.238 -1.062 0.192
H 75.9220 62.2580 56.2060 0.606 0.603 2.520 0.153
B 74.0910 64.3100 58.0100 0.311 -1.509 -0.685 -1.462
F 75.4320 64.5530 57.7460 0.688 0.078 -0.311 0.124
F 73.5020 65.4000 58.5180 -0.626 1.796 1.321 0.204
F 73.4200 63.9100 56.8940 -0.775 -0.099 -2.545 0.146
F 74.0010 63.1800 58.8190 0.467 -0.777 1.540 0.121
C 76.5600 65.9320 55.4750 1.638 -3.924 2.674 -0.024
C 77.5000 64.7980 54.8630 -0.190 1.364 1.251 -0.196
N 78.1870 63.9460 54.4690 -1.153 1.100 0.635 0.093
H 76.8330 66.5260 56.4640 -0.410 -2.369 -1.750 0.142
H 76.4290 66.6560 54.8350 0.214 3.933 -4.063 -0.013
H 75.5820 65.4680 55.3620 -0.144 -0.216 1.272 0.056
C 71.6360 66.4410 55.0850 0.027 -0.303 0.183 -0.072
C 70.4560 67.2850 55.4850 -2.201 1.589 1.324 -0.231
N 69.5010 67.9030 55.8380 3.872 -2.492 -1.531 0.102
H 72.3250 66.1030 55.8600 -0.822 0.169 1.038 0.055
H 71.2960 65.4960 54.6400 -0.043 0.510 -0.222 0.076
H 72.4080 66.9160 54.4800 -0.817 0.475 -0.724 0.075
C 72.5320 68.6640 59.9750 -1.596 0.237 -0.464 -0.063
C 72.6870 69.6560 58.8350 0.270 0.093 -0.774 -0.240
N 72.8510 70.4330 57.9750 -0.405 -1.804 2.039 0.103
H 72.2550 67.6050 59.7630 -0.076 0.996 -0.869 0.083
H 73.4370 68.5180 60.5000 1.201 0.457 0.564 0.026
H 71.7540 69.0310 60.6840 0.646 -0.059 -0.544 0.088
C 76.3740 67.7270 60.4720 3.786 -2.808 5.051 -0.045
C 75.7690 66.3830 61.1100 -2.189 1.954 -4.661 -0.306
O 76.0230 65.2860 60.2770 -2.799 -0.377 -2.949 -0.146
H 77.6000 67.7110 60.4030 -3.248 -0.110 0.242 0.136
H 76.0620 68.5970 60.9850 0.150 0.933 1.721 0.038
H 75.9900 68.0050 59.6250 -1.972 0.362 -5.658 -0.025
H 74.6700 66.3160 61.3040 -0.061 1.308 -0.974 0.116
H 75.9390 66.2680 62.0770 2.721 -0.914 4.252 0.046
H 75.1970 65.3250 59.5050 3.951 -0.104 3.427 0.154
C 73.5200 61.8370 52.4270 0.946 1.322 -2.744 -0.112
C 73.0040 62.2900 53.6790 0.787 -0.184 4.166 -0.311
O 73.8610 63.3890 54.1030 0.997 -1.562 -2.293 -0.079
H 74.3920 61.3030 52.1980 1.867 -1.111 1.340 0.056
H 73.7930 62.7790 51.8720 -0.988 -0.768 0.023 0.117
H 72.8290 61.2300 51.9360 -1.700 -0.482 -1.224 0.062
H 72.7170 61.5030 54.5560 1.207 1.552 -1.900 0.166
H 72.1320 62.8190 53.5150 -2.452 0.372 -0.622 0.079
H 73.6590 63.5220 54.9800 -0.591 0.885 3.470 -0.018
C 69.4850 62.0650 58.6850 0.900 -3.262 -5.659 -0.093
C 70.9260 62.5470 58.3590 -1.307 1.825 -1.538 -0.384
O 71.5730 62.1300 59.4750 4.615 -0.209 0.473 -0.128
H 68.7130 62.2290 57.8660 0.995 -0.065 0.858 0.086
H 69.1010 62.3830 59.5490 -1.008 1.841 3.429 0.010
H 69.5810 60.9290 58.8150 -0.242 1.412 -0.298 0.094
H 70.9470 63.7490 58.3510 -0.025 -2.358 -0.668 0.143
H 71.5380 62.0910 57.3970 -2.239 1.217 1.746 0.148
H 72.5410 62.3140 59.1750 -1.916 -0.419 1.761 0.092

No. 2
176
Properties=species:S:1:pos:R:3:forces:R:3:lowdin_charge:R:1 method="wB97M-V/def2-TZVPD" smiles="O=[N+]([O-])c1ccccc1.CCOS(C)(=O)=O.CCOS(C)(=O)=O.CCOS(C)(=O)=O.CCOS(C)(=O)=O.CCOS(C)(=O)=O.CCOS(C)(=O)=O.CCOS(C)(=O)=O.CCOS(C)(=O)=O.CCOS(C)(=O)=O.CCOS(C)(=O)=O.COC(=O)OC" charge=0 mol_weight_g_mol=1454.8 e_homo_ev=-9.772
C -4.9568 4.2715 1.4988 1.779 -1.401 -0.777 -0.068
O -6.3548 4.1912 1.3170 -0.790 0.404 -0.057 0.026
C -6.9295 2.9841 1.3803 1.684 -0.749 0.898 -0.597
O -6.3756 1.9848 1.7737 -0.409 -0.057 -0.340 0.119
O -8.1727 3.0767 0.9899 -0.714 1.401 -0.403 0.024
C -8.9996 1.9641 0.8559 -1.491 -1.095 0.134 -0.058
H -4.5889 4.9215 2.2849 -0.716 0.309 0.093 0.095
H -4.4623 4.5050 0.5534 -0.514 0.757 -0.049 0.078
H -4.4902 3.2928 1.6345 -0.642 -0.021 0.647 0.050
H -9.0391 1.2796 1.7059 0.838 0.026 0.008 0.101
H -8.8403 1.4226 -0.0771 0.410 -0.034 0.117 0.100
H -10.0362 2.3114 0.8214 0.252 0.472 -0.206 0.093
C 1.1413 0.2115 -0.4563 -0.422 -0.487 -0.524 -0.067
C 0.4603 1.0965 -1.2660 -0.160 0.300 -0.023 -0.055
C -0.7389 1.6389 -0.8325 -0.387 0.339 -0.495 -0.011
C -1.3129 1.1810 0.3340 0.554 -0.280 0.655 -0.154
C -0.6984 0.2103 1.1140 0.281 0.324 0.265 0.020
C 0.5673 -0.2140 0.7368 0.441 -0.227 -0.251 -0.066
N -2.6218 1.7024 0.7529 -0.894 -1.104 -1.073 -0.341
O -3.2962 2.1950 -0.1369 0.130 0.353 -0.015 0.059
O -3.0527 1.4475 1.8537 0.580 0.206 0.307 0.088
H 2.0085 -0.2569 -0.9092 0.287 -0.001 0.548 0.099
H 0.8630 1.3173 -2.2460 -0.028 0.286 0.042 0.106
H -1.2816 2.3684 -1.4202 0.039 -0.088 -0.085 0.097
H -1.1641 -0.1605 2.0186 -0.071 0.055 0.008 0.112
H 1.1463 -0.9064 1.3326 -0.344 -0.014 0.096 0.066
O -3.0840 -4.7918 -4.6773 -0.308 -0.708 0.245 -0.287
S -3.1929 -5.2455 -3.3154 0.031 0.860 0.459 0.609
O -2.6976 -6.5198 -2.8825 -0.110 0.642 -0.258 -0.277
O -2.4247 -4.1281 -2.4509 -0.245 -0.952 0.800 -0.247
C -2.3437 -2.7949 -2.9100 0.365 1.508 -1.461 -0.287
C -1.7108 -1.8694 -1.8990 -0.218 -0.396 0.929 -0.050
C -4.8729 -5.0251 -2.7411 0.091 0.386 -0.400 -0.115
H -3.2861 -2.3553 -3.2506 -0.380 -0.526 0.335 0.121
H -1.7154 -2.7616 -3.8049 0.045 -0.285 0.013 0.117
H -2.3357 -1.7009 -1.0192 -0.079 -0.329 0.028 0.054
H -1.5624 -0.8708 -2.3059 0.255 -0.132 -0.368 0.076
H -0.7728 -2.3015 -1.5476 0.142 0.250 -0.062 0.084
H -5.1718 -4.0453 -3.1054 -0.139 -0.135 -0.252 0.049
H -4.9885 -4.9514 -1.6643 0.565 -0.398 0.078 0.052
H -5.5028 -5.8158 -3.1405 0.121 -0.014 -0.153 0.077
O 0.2126 4.0643 -5.6171 -1.141 0.237 0.746 -0.289
S -1.0260 3.5236 -5.1011 -0.402 -2.159 -1.311 0.654
O -1.5352 3.7064 -3.7698 0.609 0.498 -0.592 -0.286
O -2.2840 3.9024 -6.0971 1.626 0.085 1.351 -0.254
C -1.9726 4.3658 -7.3941 -0.957 1.130 -2.211 -0.300
C -3.2440 5.0601 -7.8788 -0.860 0.320 0.326 -0.076
C -1.0085 1.7274 -5.4607 0.041 0.776 0.407 -0.083
H -1.7551 3.5863 -8.1320 0.178 -0.486 0.565 0.120
H -1.1705 5.0975 -7.4995 0.239 -0.211 0.885 0.116
H -3.1567 5.6882 -8.7664 0.513 -0.289 -0.112 0.079
H -3.6196 5.7368 -7.1073 0.174 -0.044 0.123 0.080
H -4.0631 4.3628 -8.0638 0.159 -0.165 0.001 0.078
H -1.7760 1.2797 -4.8342 -0.149 -0.001 -0.204 0.069
H -0.0527 1.2576 -5.2347 0.109 0.308 0.122 0.047
H -1.2166 1.6330 -6.5230 -0.087 -0.093 0.030 0.063
O -4.3134 -2.0368 5.3922 0.999 0.017 -0.285 -0.270
S -2.9470 -1.9605 4.9383 -0.666 -0.717 0.294 0.607
O -2.6912 -1.4202 3.6244 0.322 -0.190 0.467 -0.302
O -2.1249 -1.1825 6.0609 -0.295 -0.322 0.568 -0.247
C -1.3119 -0.0381 5.7790 -0.468 1.159 -2.480 -0.226
C -2.1199 1.1063 5.1430 -0.131 0.159 0.319 -0.061
C -2.1893 -3.6026 5.0727 -0.198 0.900 -0.125 -0.085
H -0.6130 -0.3259 4.9902 0.371 -0.148 0.397 0.084
H -0.7857 0.3501 6.6452 -0.181 -0.754 0.422 0.127
H -2.5767 0.8455 4.1948 0.176 -0.240 -0.069 0.038
H -1.4340 1.9328 4.9391 -0.030 0.060 0.127 0.076
H -2.9399 1.4667 5.7673 0.203 0.006 0.263 0.087
H -2.4920 -4.0621 6.0088 0.048 0.123 0.058 0.080
H -1.1127 -3.4620 5.0142 -0.028 -0.095 0.002 0.051
H -2.5367 -4.2003 4.2336 -0.038 0.083 -0.038 0.052
O -0.3262 6.0765 1.4265 -0.216 -0.070 -0.244 -0.273
S -1.5084 5.4891 0.8654 -1.091 0.002 -1.027 0.636
O -1.9845 4.2099 1.3276 0.385 1.108 0.003 -0.278
O -2.7622 6.5097 1.0685 1.000 -1.340 -0.465 -0.269
C -2.6236 7.8635 0.6350 0.148 1.021 0.254 -0.268
C -2.2586 8.7350 1.8305 -0.237 0.180 0.157 -0.067
C -1.3681 5.4115 -0.9640 0.657 -1.093 1.523 -0.087
H -3.5670 8.1340 0.1585 -0.207 -0.093 0.434 0.125
H -1.8961 8.0427 -0.1635 0.238 -0.624 0.123 0.112
H -1.1902 8.7102 2.0403 0.033 0.086 -0.223 0.073
H -2.7347 8.3969 2.7512 -0.255 -0.174 -0.184 0.083
H -2.6008 9.7592 1.6704 0.249 0.037 -0.081 0.078
H -2.3066 5.0946 -1.4115 -0.259 0.847 -0.009 0.076
H -0.7525 4.5231 -1.1362 0.325 0.227 0.213 0.047
H -0.8044 6.2810 -1.2810 -0.495 0.146 -0.413 0.068
O -5.6430 -2.4495 -1.4898 0.418 -0.203 1.335 -0.298
S -5.4312 -2.4299 -0.0549 0.717 1.485 -0.075 0.636
O -6.4871 -2.8218 0.8348 0.385 -0.241 -0.302 -0.270
O -4.0789 -3.2895 0.2473 -1.079 0.426 -0.983 -0.281
C -3.8291 -3.6921 1.5965 0.635 -0.874 0.671 -0.279
C -3.8611 -5.2156 1.6620 -0.641 -0.275 -0.545 -0.048
C -4.8164 -0.7818 0.4577 -0.869 -1.475 -0.136 -0.077
H -4.4960 -3.1632 2.2768 -0.123 -0.293 0.063 0.109
H -2.8031 -3.4224 1.8543 -0.069 0.553 -0.241 0.099
H -4.8255 -5.6171 1.3412 -0.142 0.177 0.186 0.081
H -3.6369 -5.6493 2.6364 0.058 0.313 0.115 0.073
H -3.1516 -5.6272 0.9410 0.196 0.162 0.085 0.084
H -4.3715 -0.9873 1.4297 0.275 0.359 -0.025 0.057
H -5.6734 -0.1249 0.5866 0.034 0.082 -0.089 0.061
H -4.1336 -0.4491 -0.3158 0.132 0.098 0.114 0.053
O 2.6822 0.6339 5.4700 -0.429 -0.239 0.476 -0.267
S 2.2860 -0.0370 4.2723 1.373 1.060 -1.314 0.586
O 1.6326 -1.3092 4.2510 -0.496 0.367 0.180 -0.277
O 1.4450 1.0061 3.3706 -0.328 -1.937 0.908 -0.286
C 1.6107 2.4168 3.5213 0.641 0.673 -0.912 -0.235
C 1.0524 2.9797 2.2279 0.023 0.081 -0.449 -0.045
C 3.7506 -0.1895 3.2343 -1.555 0.439 0.306 -0.092
H 2.6847 2.6190 3.5857 -0.098 0.174 0.249 0.115
H 1.1012 2.8113 4.3991 0.014 -0.264 0.070 0.124
H -0.0110 2.7585 2.1489 -0.012 0.286 0.110 0.064
H 1.5152 2.5277 1.3449 0.132 -0.311 0.236 0.076
H 1.2401 4.0433 2.0851 -0.241 0.123 0.496 0.078
H 3.3650 -0.6553 2.3297 0.471 -0.185 -0.010 0.028
H 4.4829 -0.7668 3.7872 0.147 0.003 -0.167 0.077
H 4.0194 0.8465 3.0372 0.490 -0.109 0.034 0.060
O 1.6086 -0.8419 -4.4838 0.472 -0.121 0.269 -0.272
S 3.0259 -0.6443 -4.4397 0.802 0.800 -1.110 0.613
O 3.7617 -0.5885 -3.2003 -0.528 -0.734 -0.578 -0.303
O 3.6595 -1.7526 -5.4570 -0.173 0.741 0.632 -0.245
C 5.0608 -2.0007 -5.2785 0.959 -1.892 0.486 -0.263
C 5.2405 -3.0805 -4.1830 0.144 0.814 -0.433 -0.060
C 3.3984 0.8453 -5.3827 -0.464 -0.814 -0.166 -0.101
H 5.6538 -1.1036 -5.1028 -0.326 0.203 0.328 0.112
H 5.5247 -2.4664 -6.1500 -0.883 0.387 -0.662 0.119
H 5.1047 -2.5500 -3.2447 0.077 -0.632 0.321 0.034
H 6.2071 -3.5766 -4.2882 0.225 0.403 0.279 0.080
H 4.5287 -3.8922 -4.3210 -0.361 0.275 0.088 0.090
H 2.9652 1.6632 -4.8151 0.224 0.182 -0.110 0.055
H 2.9183 0.6961 -6.3496 -0.306 0.121 0.139 0.073
H 4.4570 0.9493 -5.6056 0.109 0.056 0.579 0.070
O 3.9051 -4.5051 -0.0140 -0.048 1.356 0.328 -0.264
S 4.3326 -3.2550 0.5803 1.057 -1.138 -0.227 0.618
O 3.4864 -2.0879 0.6549 0.668 -1.010 0.033 -0.290
O 4.7946 -3.5986 2.0836 -0.290 1.503 -0.630 -0.290
C 5.7174 -4.6824 2.3317 -0.524 -1.067 -0.508 -0.261
C 6.4011 -4.3952 3.6319 -0.546 0.109 0.512 -0.053
C 5.9230 -2.8273 -0.1880 -1.013 0.144 -0.039 -0.091
H 6.4108 -4.8542 1.5053 -0.053 0.359 -0.043 0.113
H 5.0582 -5.5551 2.3609 0.407 -0.204 0.271 0.129
H 6.9715 -5.2422 4.0084 0.083 -0.050 -0.242 0.089
H 5.5976 -4.2184 4.3516 0.226 0.130 0.185 0.078
H 7.0328 -3.5092 3.5838 0.031 -0.038 -0.052 0.084
H 6.4498 -3.7481 -0.4159 0.098 0.011 0.216 0.067
H 6.4603 -2.1371 0.4565 0.065 -0.105 0.052 0.077
H 5.6827 -2.3428 -1.1333 -0.092 0.068 0.040 0.046
O 5.1177 3.6260 -1.1261 -0.242 -0.733 -0.370 -0.289
S 4.8426 2.2924 -1.6110 1.202 0.185 0.743 0.628
O 3.7836 2.0613 -2.5467 0.575 0.169 0.452 -0.280
O 6.2411 1.6696 -2.2314 -1.422 0.498 0.230 -0.285
C 7.4586 2.4501 -2.0691 -0.687 0.137 -0.777 -0.246
C 7.5195 3.5474 -3.1157 -0.064 0.494 -0.060 -0.075
C 4.7492 1.1595 -0.2109 -0.480 0.148 -1.167 -0.097
H 8.2245 1.6925 -2.2150 0.218 0.166 0.238 0.121
H 7.4662 2.8916 -1.0738 0.214 -0.151 0.053 0.112
H 8.3652 4.2003 -2.8895 0.045 -0.029 -0.144 0.083
H 6.6229 4.1680 -3.0925 0.034 -0.004 0.377 0.071
H 7.5767 3.2267 -4.1561 0.310 -0.469 0.163 0.079
H 5.5876 1.3591 0.4481 0.116 -0.088 -0.107 0.076
H 4.7924 0.2133 -0.7516 0.092 -0.268 0.523 0.047
H 3.7987 1.2403 0.3122 -0.059 0.190 -0.130 0.055
O 0.0991 -5.9991 5.3559 0.223 0.310 -0.740 -0.285
S 1.1525 -5.7574 4.4084 0.862 -0.028 -0.131 0.620
O 2.0191 -6.8586 4.0208 -0.848 1.194 -0.009 -0.296
O 0.4835 -5.0403 3.1064 0.481 -1.012 1.996 -0.282
C 1.2964 -4.8450 1.9224 -1.057 0.443 -0.285 -0.231
C 0.7486 -3.5331 1.3788 0.937 -0.162 -0.318 -0.054
C 2.1867 -4.3885 5.0198 -1.149 -0.793 -0.556 -0.094
H 1.0343 -5.6853 1.2798 0.548 0.049 -0.153 0.134
H 2.3588 -4.7932 2.1532 -0.059 -0.232 0.015 0.082
H 1.0338 -2.7104 2.0353 -0.391 -0.216 0.318 0.053
H -0.3278 -3.6300 1.2608 -0.033 0.262 -0.040 0.083
H 1.2319 -3.2788 0.4337 -0.280 -0.244 -0.186 0.070
H 2.8216 -4.1061 4.1835 0.236 0.125 0.236 0.044
H 2.7068 -4.7336 5.9076 0.155 -0.054 -0.106 0.076
H 1.4788 -3.5987 5.2563 0.181 0.150 0.024 0.046

Number 1: lowest unoccupied orbital energy -0.12 eV. Number 2: lowest unoccupied orbital energy -0.34 eV.